{"formula": "C25H16F6HfN8O5S3", "method": "ωB97M-V with the def2-TZVPD basis set", "e_homo_ev": -14.220, "charge": 2, "spin_multiplicity": 1, "mol_weight_g_mol": 897.13, "largest_force_ev_per_a": 1.517, "gap_ev": 6.84, "species": ["Hf", "C", "C", "N", "C", "C", "N", "C", "C", "C", "C", "C", "N", "C", "C", "N", "C", "C", "N", "C", "C", "C", "N", "C", "C", "H", "H", "H", "H", "H", "H", "H", "H", "H", "H", "H", "H", "F", "C", "F", "F", "S", "O", "O", "N", "S", "O", "O", "C", "F", "F", "F", "O", "N", "C", "C", "C", "C", "C", "S", "H", "H", "H", "H"], "coordinates": [[-10.766394, -16.977686, 2.396167], [-13.928141, -14.443445, -0.126992], [-12.764105, -15.040724, 0.334301], [-12.805911, -15.978196, 1.263123], [-14.007670, -16.277981, 1.749875], [-15.181536, -15.677637, 1.252575], [-15.172923, -14.768638, 0.280240], [-14.050016, -17.302371, 2.782482], [-15.226074, -17.687348, 3.413938], [-15.167650, -18.678187, 4.384799], [-13.951144, -19.283509, 4.633735], [-12.822901, -18.844042, 3.986688], [-12.847858, -17.875000, 3.081434], [-11.499368, -19.461175, 4.236886], [-11.257617, -20.418271, 5.222309], [-10.095325, -21.044182, 5.338423], [-9.179244, -20.800101, 4.434964], [-9.340023, -19.812367, 3.478291], [-10.484549, -19.117968, 3.415248], [-16.376800, -19.125218, 5.105623], [-16.494671, -19.082856, 6.501403], [-17.683915, -19.512513, 7.085166], [-18.713080, -20.004332, 6.420303], [-18.618515, -20.042554, 5.116661], [-17.490132, -19.611055, 4.395355], [-13.827187, -13.688756, -0.878938], [-11.821069, -14.741840, -0.098850], [-16.137936, -15.970971, 1.673747], [-16.194702, -17.262302, 3.218633], [-13.816326, -19.979659, 5.416930], [-12.034073, -20.650595, 5.917285], [-8.264035, -21.387772, 4.400577], [-8.558433, -19.508310, 2.788828], [-15.707479, -18.675341, 7.104379], [-17.815874, -19.407775, 8.153085], [-19.468464, -20.433448, 4.566056], [-17.560535, -19.650088, 3.323252], [-11.753036, -18.060081, -1.212163], [-10.524140, -18.268119, -0.810818], [-10.611036, -18.575072, 0.600035], [-9.987022, -19.275469, -1.448243], [-9.504180, -16.725476, -0.794988], [-10.178501, -16.145069, 0.377055], [-9.768622, -16.112226, -2.023219], [-8.063040, -17.148457, -0.500037], [-7.429577, -17.001849, 0.937752], [-8.419768, -17.418305, 1.975975], [-6.757919, -15.802900, 1.247911], [-6.102970, -18.342882, 0.783511], [-6.591714, -19.301616, 0.042222], [-5.824563, -18.796509, 1.977207], [-5.065162, -17.738036, 0.245782], [-10.935178, -14.925338, 2.825369], [-10.420506, -14.267437, 3.889380], [-10.462718, -12.939707, 3.801685], [-9.912911, -12.177699, 4.799744], [-9.367227, -12.823659, 5.898163], [-9.346237, -14.217711, 5.958004], [-9.922866, -14.988017, 4.926910], [-10.112939, -16.719296, 4.861543], [-10.955866, -12.548500, 2.914579], [-9.952631, -11.078528, 4.772580], [-8.982098, -12.280776, 6.729030], [-8.956710, -14.755815, 6.801124]], "atomic_forces_ev_per_a": [[0.1, 1.0, -0.6], [-0.8, -0.1, 0.0], [-0.3, 0.5, -0.5], [0.6, -0.5, 0.4], [-0.8, 0.3, -0.4], [0.3, -0.2, 0.1], [1.4, -0.2, 0.5], [0.1, -0.5, 0.4], [0.5, -0.3, 0.0], [-0.3, -0.4, 0.2], [0.4, 0.8, 0.2], [0.6, -0.4, 0.3], [-0.1, 0.9, -0.7], [0.5, -0.6, 0.0], [0.0, 0.6, -0.5], [-0.5, -0.4, 0.4], [0.8, -0.1, -0.7], [-0.4, 0.8, -0.2], [-0.2, 0.2, -0.3], [-1.2, -0.4, 0.0], [-0.2, -0.2, -0.7], [0.6, 0.4, 0.4], [-0.3, 0.0, 0.5], [0.6, 0.0, -1.3], [-0.2, 0.2, 0.8], [-0.2, 0.3, -0.4], [0.0, -0.1, 0.2], [0.0, 0.2, -0.3], [0.0, 0.3, -0.2], [-0.4, -0.8, 0.5], [-0.2, -0.3, 0.5], [-0.2, 0.0, 0.4], [-0.1, -0.2, 0.2], [0.3, 0.1, 0.3], [0.1, -0.1, 0.1], [0.0, 0.0, 0.1], [0.3, 0.0, -0.3], [0.1, 0.0, 0.1], [0.5, -0.1, -0.1], [-0.3, -0.8, -0.5], [-0.2, 0.2, 0.6], [-0.6, -1.0, 0.1], [-0.1, 0.8, 1.3], [0.1, 0.6, -0.9], [0.0, 0.3, -0.3], [0.0, -0.6, 0.7], [-0.8, -0.2, 0.1], [0.2, 0.7, -0.1], [-0.7, 1.2, 0.0], [0.2, -0.5, -0.4], [0.2, -0.2, 0.6], [-0.1, -0.5, -0.1], [0.3, -1.1, 0.1], [-0.1, -1.0, -0.4], [0.1, 0.9, -0.1], [-0.3, 0.8, 0.1], [0.0, -1.3, -0.2], [-0.7, -0.2, -0.6], [0.1, 1.0, 0.2], [0.3, 0.6, -0.3], [0.2, -0.1, 0.2], [0.0, -0.7, -0.2], [0.3, 0.4, 0.4], [0.2, 0.0, 0.3]]}

{"formula": "C25H16N5O6V", "method": "ωB97M-V with the def2-TZVPD basis set", "e_homo_ev": [-7.449, -7.541], "spin_multiplicity": 3, "mol_weight_g_mol": 533.38, "largest_force_ev_per_a": 0.356, "s2": 2.01, "gap_ev": [6.76, 6.92], "species": ["V", "O", "C", "N", "C", "C", "C", "C", "C", "C", "N", "C", "O", "C", "C", "C", "C", "C", "N", "C", "C", "C", "C", "C", "N", "H", "H", "H", "H", "H", "H", "H", "H", "H", "H", "H", "H", "O", "C", "O", "C", "C", "C", "C", "C", "N", "C", "O", "O", "H", "H", "H", "H"], "coordinates": [[0.053763, -0.145020, -0.501042], [-0.793424, -3.422985, -2.820617], [-0.539979, -2.595109, -1.957734], [-0.559735, -1.252835, -2.022009], [-0.796169, -0.514118, -3.201925], [-0.854341, -1.008151, -4.498716], [-1.080787, -0.124872, -5.548989], [-1.251369, 1.231445, -5.317842], [-1.194046, 1.736059, -4.023209], [-0.962865, 0.865358, -2.972884], [-0.913295, 1.195673, -1.597316], [-1.813109, 2.032841, -1.036509], [-2.402747, 2.978045, -1.526731], [-2.172449, 1.561760, 0.363729], [-3.142704, 2.209339, 1.103668], [-3.573911, 1.627249, 2.285322], [-3.015495, 0.424570, 2.685412], [-2.025634, -0.143092, 1.902822], [-1.609600, 0.410906, 0.765724], [-0.117510, -3.066244, -0.581566], [0.004961, -4.416167, -0.300557], [0.445837, -4.796515, 0.953458], [0.757896, -3.818392, 1.889071], [0.605749, -2.492560, 1.533942], [0.166741, -2.126378, 0.327066], [-0.732720, -2.065005, -4.673815], [-1.123634, -0.507682, -6.560586], [-1.428041, 1.904728, -6.146540], [-1.332938, 2.788159, -3.822467], [-3.555701, 3.128623, 0.713020], [-4.348343, 2.097106, 2.878030], [-3.330610, -0.071916, 3.591913], [-1.552241, -1.070928, 2.192732], [-0.239419, -5.122635, -1.080824], [0.557101, -5.844031, 1.201016], [1.121820, -4.074293, 2.873787], [0.849065, -1.689730, 2.220941], [-0.504548, 3.782774, 2.750936], [0.086823, 2.632164, 2.381683], [-0.048877, 1.601375, 2.982825], [0.998338, 2.814909, 1.201515], [1.581241, 4.049782, 0.979143], [2.584676, 4.156617, 0.024170], [2.984359, 3.017142, -0.642488], [2.310180, 1.830851, -0.383837], [1.315014, 1.720921, 0.496561], [2.741357, 0.552770, -1.086674], [3.781807, 0.538377, -1.700712], [1.924815, -0.439351, -0.909098], [-1.015580, 3.585921, 3.551573], [1.264297, 4.899469, 1.564511], [3.057608, 5.111086, -0.164538], [3.788478, 2.994168, -1.363535]], "atomic_forces_ev_per_a": [[0.1, 0.3, 0.1], [0.0, 0.0, 0.0], [0.0, 0.0, 0.0], [-0.1, -0.1, -0.1], [0.0, -0.1, 0.0], [0.0, 0.0, 0.0], [0.0, 0.0, 0.0], [0.0, 0.0, 0.0], [0.0, 0.0, 0.0], [0.0, 0.0, 0.0], [0.1, -0.1, 0.0], [0.0, 0.0, 0.0], [0.0, 0.0, 0.0], [0.0, 0.1, 0.0], [0.0, 0.0, 0.0], [0.0, 0.0, 0.0], [0.0, 0.0, 0.0], [0.0, 0.0, 0.0], [0.0, -0.1, 0.1], [0.0, 0.0, 0.0], [0.0, 0.0, 0.0], [0.0, 0.0, 0.0], [0.0, 0.0, 0.0], [0.0, 0.0, 0.0], [0.0, 0.1, 0.1], [0.0, 0.0, 0.0], [0.0, 0.0, 0.0], [0.0, 0.0, 0.0], [0.0, 0.0, 0.0], [0.0, 0.0, 0.0], [0.0, 0.0, 0.0], [0.0, 0.0, 0.0], [0.0, 0.0, 0.0], [0.0, 0.0, 0.0], [0.0, 0.0, 0.0], [0.0, 0.0, 0.0], [0.0, 0.0, 0.0], [0.0, -0.1, 0.1], [0.1, 0.0, -0.1], [0.0, 0.0, 0.0], [-0.1, 0.0, 0.1], [0.0, 0.0, 0.0], [0.0, 0.0, 0.0], [-0.1, 0.1, 0.0], [0.0, -0.1, 0.0], [0.0, -0.1, -0.1], [0.0, 0.0, 0.1], [0.0, 0.0, 0.0], [0.0, 0.0, -0.1], [0.0, 0.0, 0.0], [0.0, 0.0, 0.0], [0.0, 0.0, 0.0], [0.0, 0.0, 0.0]]}

{"formula": "C25H17AgClFN6O10S3", "method": "ωB97M-V with the def2-TZVPD basis set", "e_homo_ev": -3.155, "charge": -2, "spin_multiplicity": 1, "mol_weight_g_mol": 819.96, "largest_force_ev_per_a": 2.772, "gap_ev": 7.09, "species": ["Ag", "N", "C", "C", "C", "C", "C", "C", "S", "N", "C", "C", "C", "C", "C", "C", "N", "H", "H", "H", "H", "H", "H", "H", "H", "H", "O", "S", "O", "N", "C", "S", "C", "C", "C", "C", "C", "C", "H", "H", "H", "H", "O", "Cl", "O", "O", "O", "F", "C", "C", "N", "C", "C", "O", "O", "C", "O", "N", "C", "O", "H", "H", "H", "H"], "coordinates": [[-14.743926, 8.557401, 9.139068], [-13.420161, 12.809982, 10.312024], [-13.746394, 13.824477, 9.402763], [-13.416749, 15.130889, 9.646072], [-13.913239, 16.159833, 8.897724], [-14.679975, 15.873264, 7.794354], [-15.013230, 14.565519, 7.443653], [-14.503559, 13.562178, 8.226597], [-14.570928, 11.818408, 7.697478], [-14.383070, 10.921349, 9.197010], [-13.869000, 11.531677, 10.204197], [-13.827592, 10.700251, 11.487721], [-14.165172, 11.362986, 12.674130], [-14.269208, 10.632937, 13.790947], [-14.061695, 9.270085, 13.745679], [-13.804868, 8.677369, 12.540541], [-13.669199, 9.401491, 11.418986], [-12.446017, 12.844760, 10.683669], [-12.889820, 15.342359, 10.598684], [-13.737584, 17.167891, 9.245206], [-15.054142, 16.636052, 7.169873], [-15.566583, 14.400625, 6.519815], [-14.305089, 12.417923, 12.571383], [-14.575148, 11.058010, 14.690363], [-14.121456, 8.622332, 14.629730], [-13.693277, 7.613745, 12.398215], [-18.266783, 9.163755, 12.225702], [-18.606684, 8.486008, 11.013085], [-19.691771, 9.031520, 10.184723], [-17.286057, 8.190176, 10.072020], [-17.060652, 6.968118, 9.715336], [-15.996714, 6.424295, 8.552189], [-18.002130, 6.061518, 10.563314], [-18.014634, 4.685054, 10.746929], [-19.015583, 4.176476, 11.591153], [-19.957996, 4.957574, 12.304965], [-19.865444, 6.305116, 12.168016], [-18.882194, 6.793658, 11.324148], [-17.281936, 4.003982, 10.290218], [-19.117322, 3.108390, 11.713387], [-20.642923, 4.355248, 12.958195], [-20.649796, 6.923613, 12.598074], [-12.480788, 7.950623, 8.775702], [-11.567735, 6.811877, 8.640462], [-11.779442, 6.124319, 7.411386], [-10.194286, 7.303178, 8.595054], [-11.855860, 5.914147, 9.733362], [-11.053346, 10.007540, 6.135807], [-10.187579, 10.528459, 6.968419], [-10.314431, 10.426604, 8.303032], [-9.356938, 10.848754, 9.162123], [-9.579897, 10.739351, 10.625189], [-10.608881, 11.731149, 11.168331], [-11.031148, 11.558601, 12.334380], [-10.928102, 12.654920, 10.358948], [-8.247531, 11.501429, 8.721222], [-7.370490, 11.977473, 9.417121], [-8.149324, 11.564011, 7.347816], [-9.042988, 11.133723, 6.416529], [-8.740795, 11.126129, 5.210922], [-11.125132, 9.825395, 8.680731], [-8.557031, 10.920773, 11.073345], [-9.834604, 9.719638, 10.876173], [-7.263237, 11.836351, 6.950864]], "atomic_forces_ev_per_a": [[0.2, 0.3, 0.0], [-0.8, 0.3, -0.3], [-0.9, -0.7, -1.2], [0.6, -0.2, 2.6], [-0.2, 0.4, -0.4], [-0.3, -0.2, -0.1], [0.6, 0.4, 0.0], [0.7, -2.0, 0.6], [0.0, 0.4, 0.8], [-0.4, 1.0, -0.7], [0.0, -1.4, 0.1], [-0.4, 0.9, -0.1], [0.6, 0.5, -2.1], [-0.1, -1.0, 0.5], [0.0, -1.2, 0.6], [0.4, 0.4, -0.9], [-0.3, -0.5, -0.5], [0.5, 0.4, 0.1], [-0.2, -0.1, -0.8], [0.1, 0.2, -0.3], [-0.4, 1.0, -0.5], [0.1, -0.3, 0.3], [-0.2, 0.4, 0.5], [-0.3, 0.8, 1.5], [-0.1, 0.5, -0.3], [0.1, -0.2, 0.2], [0.1, 0.3, 0.3], [-0.3, 0.0, -2.0], [1.2, -0.5, 1.2], [0.2, 2.2, -0.2], [-2.0, -1.0, 1.6], [0.3, -0.1, 0.1], [0.8, -0.5, -0.2], [-0.6, -0.6, 0.3], [0.0, -0.1, 0.1], [0.9, -2.6, -0.2], [-0.8, 0.7, -0.1], [-0.8, 0.4, 0.1], [-0.4, 0.5, 0.0], [0.3, -0.2, 0.0], [0.4, 1.2, -0.7], [0.5, 0.3, 0.1], [0.8, 0.1, -0.3], [0.2, 0.0, -0.2], [-0.7, -0.3, -0.8], [-0.7, -0.1, 1.0], [0.7, 0.3, 0.2], [-1.0, -0.5, -0.7], [-0.1, 0.5, 1.4], [-0.4, -0.9, -0.9], [-0.1, 0.2, 1.4], [1.7, 0.1, -0.1], [0.0, 0.4, 0.5], [0.4, 0.0, -1.0], [0.4, -0.3, 0.5], [0.3, 0.2, -0.2], [0.2, -0.1, 0.4], [0.4, 0.4, 0.0], [1.0, -0.9, -2.4], [-0.3, 0.5, 1.0], [-0.2, 0.1, 0.4], [-1.3, 0.0, -0.3], [-0.3, -0.3, -0.1], [0.0, 0.3, 0.3]]}

{"formula": "C25H17AuN4O2SeTe", "method": "ωB97M-V with the def2-TZVPD basis set", "e_homo_ev": -15.227, "charge": 2, "spin_multiplicity": 1, "mol_weight_g_mol": 808.96, "largest_force_ev_per_a": 0.680, "gap_ev": 6.39, "species": ["Au", "O", "N", "O", "C", "C", "C", "C", "C", "C", "N", "C", "C", "N", "C", "C", "C", "C", "H", "H", "H", "H", "H", "H", "H", "Se", "C", "N", "Te", "C", "C", "C", "C", "C", "C", "C", "C", "C", "C", "C", "C", "H", "H", "H", "H", "H", "H", "H", "H", "H", "H"], "coordinates": [[0.695968, 0.227116, -1.178898], [-0.958501, -7.190203, -0.697246], [-0.562302, -6.325706, 0.042766], [-0.163876, -6.475157, 1.179710], [-0.603558, -4.936620, -0.472136], [-1.573068, -4.656011, -1.361932], [-1.725878, -3.326772, -1.872290], [-2.751697, -2.959435, -2.765689], [-2.842875, -1.656469, -3.181572], [-1.889270, -0.731278, -2.744658], [-0.904414, -1.069105, -1.926208], [-0.835570, -2.340545, -1.460390], [0.188696, -2.647349, -0.493851], [0.995050, -1.626804, -0.095046], [1.984808, -1.875879, 0.744876], [2.229563, -3.150378, 1.249755], [1.403483, -4.186122, 0.892752], [0.333200, -3.947018, 0.004037], [-2.242812, -5.440750, -1.688053], [-3.459168, -3.705236, -3.105609], [-3.624435, -1.328957, -3.851790], [-1.923829, 0.295683, -3.083953], [2.615707, -1.045308, 1.022471], [3.063492, -3.308228, 1.918246], [1.569583, -5.176446, 1.286579], [1.188143, 1.693463, -3.130945], [-0.539029, 2.279505, -3.373453], [-1.634686, 2.616003, -3.492505], [2.077317, 1.989803, 0.169824], [1.302082, 3.905565, -0.102090], [-0.002591, 4.203189, -0.471606], [-0.369801, 5.533201, -0.580714], [0.554967, 6.539632, -0.318166], [1.853260, 6.225983, 0.051455], [2.243549, 4.897589, 0.156421], [0.895777, 1.415544, 1.835872], [1.475076, 0.577074, 2.784246], [0.715415, 0.146199, 3.859411], [-0.609170, 0.547910, 3.980319], [-1.171377, 1.399202, 3.037529], [-0.419853, 1.845858, 1.960595], [-0.729318, 3.434596, -0.689157], [-1.379288, 5.782023, -0.878751], [0.257806, 7.575503, -0.409560], [2.571514, 7.009233, 0.250810], [3.264116, 4.658250, 0.432552], [2.517984, 0.295649, 2.719395], [1.163631, -0.483506, 4.616462], [-1.196554, 0.216437, 4.825863], [-2.194187, 1.733983, 3.145744], [-0.853083, 2.545090, 1.258580]], "atomic_forces_ev_per_a": [[0.1, 0.1, -0.6], [0.0, 0.0, 0.0], [0.0, 0.0, 0.0], [0.0, 0.0, 0.0], [0.0, 0.1, 0.0], [0.0, 0.0, 0.0], [0.0, 0.0, 0.0], [0.0, 0.0, 0.0], [0.0, 0.0, 0.0], [0.1, 0.0, -0.1], [0.1, 0.1, -0.1], [0.2, 0.1, 0.2], [-0.1, 0.1, -0.1], [-0.1, 0.0, 0.2], [0.0, -0.1, 0.0], [0.0, 0.0, 0.0], [0.0, 0.0, 0.0], [0.0, -0.1, 0.0], [0.0, 0.0, 0.0], [0.0, 0.0, 0.0], [0.0, 0.0, 0.0], [0.0, 0.0, 0.0], [0.0, 0.0, 0.0], [0.0, 0.0, 0.0], [0.0, 0.0, 0.0], [-0.4, -0.1, 0.6], [0.1, 0.0, 0.1], [0.0, 0.0, 0.0], [-0.3, -0.3, 0.3], [0.1, 0.0, -0.1], [0.0, 0.0, -0.1], [0.0, 0.0, 0.0], [0.0, 0.0, 0.0], [0.0, 0.0, 0.0], [0.0, 0.0, 0.0], [0.2, 0.0, -0.1], [0.1, 0.1, 0.0], [0.0, 0.0, 0.1], [0.0, 0.0, 0.0], [0.0, 0.0, 0.0], [-0.1, 0.0, 0.0], [0.0, -0.1, -0.1], [0.0, 0.0, 0.0], [0.0, 0.0, 0.0], [0.0, 0.0, 0.0], [0.0, 0.0, 0.0], [0.0, 0.0, 0.0], [0.0, 0.0, 0.0], [0.0, 0.0, 0.0], [0.0, 0.0, 0.0], [0.0, -0.1, 0.0]]}

Calculated relative energy (zero: lowest compared OMol25 entry of this formula, charge and spin) in order - 0.000; 0.024; 0.782; 0.000 eV